Record 1
Formula: C22H66O15
Source: the Open Molecules 2025 dataset
Level of theory: ωB97M-V with the def2-TZVPD basis set

Last column: Löwdin charge in e.
Element x y z (Å)
C 1.64534 2.10108 4.45329  -0.088
C 2.26863 1.78452 3.13159  -0.309
O 2.20482 0.35226 2.95441  -0.092
H 2.07504 1.40611 5.17474  0.080
H 0.62112 1.74784 4.57286  0.076
H 1.60377 3.16585 4.68271  0.076
H 3.30549 2.09935 3.01367  0.120
H 1.69763 2.29158 2.35380  0.085
H 1.30749 0.10576 2.71851  0.053
C -5.18670 1.96462 -2.85336  -0.090
C -4.76310 1.71951 -1.39425  -0.318
O -4.52979 0.32368 -1.25137  -0.074
H -4.35252 1.69600 -3.50151  0.071
H -5.49119 2.98348 -3.09276  0.066
H -6.09456 1.44284 -3.15609  0.069
H -5.52315 2.11212 -0.71876  0.099
H -3.89456 2.35010 -1.20427  0.096
H -3.65183 0.11406 -0.92450  0.060
C 5.32279 -0.78508 -0.50757  -0.083
C 4.71557 -0.10459 0.67092  -0.318
O 3.97835 0.98816 0.14486  -0.092
H 5.57724 -1.81823 -0.27102  0.070
H 6.24110 -0.42112 -0.96836  0.077
H 4.57406 -0.80507 -1.29947  0.067
H 5.39392 0.34110 1.39846  0.111
H 4.02454 -0.68095 1.28606  0.089
H 3.37308 1.28830 0.82690  0.039
C -3.47718 3.89997 1.75291  -0.072
C -3.20415 2.87615 2.87295  -0.312
O -2.26764 3.50506 3.66691  -0.084
H -3.92327 4.80998 2.15415  0.076
H -4.17217 3.43324 1.05488  0.045
H -2.71745 4.12892 1.00558  0.060
H -2.84469 1.92944 2.46967  0.101
H -4.07495 2.68348 3.49960  0.115
H -2.78819 4.05426 4.25767  0.088
C 0.41498 5.05692 0.78275  -0.082
C 0.66265 5.20441 2.32556  -0.248
O 1.68614 6.23755 2.33700  -0.105
H 0.08302 6.00408 0.35755  0.077
H -0.28621 4.25954 0.53656  0.037
H 1.36693 4.76377 0.34010  0.067
H 0.93124 4.23214 2.73866  0.070
H -0.22573 5.64738 2.77575  0.108
H 2.48642 5.99100 1.86757  0.072
C 1.90320 -3.24475 2.54315  -0.029
C 1.72816 -4.65987 1.83154  -0.248
O 0.39202 -5.14182 1.83943  -0.106
H 2.19823 -3.42061 3.57762  0.073
H 0.98599 -2.66115 2.46405  0.052
H 2.74058 -2.70849 2.09669  0.060
H 2.33368 -5.47229 2.23331  0.112
H 1.99209 -4.61582 0.77490  0.101
H 0.35302 -5.98245 2.30142  0.099
C -2.48035 -3.35597 -1.93065  -0.047
C -1.63548 -4.54704 -2.45935  -0.237
O -0.26260 -4.30144 -2.11504  -0.117
H -3.23262 -3.01534 -2.64209  0.078
H -1.83065 -2.50476 -1.72710  0.059
H -2.95547 -3.48466 -0.95813  0.056
H -1.67827 -4.61867 -3.54616  0.114
H -1.94783 -5.53790 -2.12961  0.113
H -0.32230 -4.40721 -1.16275  0.099
C 2.00190 -2.49930 -3.99066  -0.198
C 3.02678 -3.47080 -3.16366  -0.179
O 2.30757 -4.66751 -2.76785  -0.104
O 0.88643 -1.99624 -3.29498  -0.071
H 1.73147 -3.05403 -4.88913  0.117
H 2.74494 -1.72968 -4.19965  0.100
H 3.49970 -2.98944 -2.30766  0.085
H 3.94294 -3.80704 -3.64914  0.108
H 1.39936 -4.43946 -2.55635  0.002
H 0.15429 -2.60987 -3.19990  0.059
C 1.01136 2.48281 -5.16857  -0.210
C 1.75727 1.68336 -4.07768  -0.250
O 2.97050 2.29195 -3.75897  -0.043
O 0.90173 3.87590 -4.79402  -0.073
H 0.00844 2.05793 -5.21004  0.115
H 1.55200 2.38128 -6.10958  0.117
H 1.95517 0.64715 -4.35192  0.111
H 1.10996 1.63818 -3.20187  0.089
H 2.73578 3.20904 -3.59944  0.078
H 0.25489 4.23549 -5.40548  0.080
C -2.53398 -3.60385 2.08911  -0.210
C -2.81774 -3.23168 3.54158  -0.263
O -3.12978 -1.86430 3.74565  -0.041
O -1.27775 -2.95118 1.90498  -0.110
H -3.30246 -3.25497 1.39931  0.113
H -2.46715 -4.68935 2.01609  0.115
H -2.03817 -3.56221 4.22796  0.122
H -3.63117 -3.91919 3.77344  0.109
H -2.29801 -1.42904 3.94646  0.082
H -0.60168 -3.62994 1.96663  0.012
C -0.75681 0.97469 0.48128  -0.248
C 0.01210 0.84168 -0.83011  -0.202
O -0.71076 0.03894 -1.77561  -0.080
O -0.59887 -0.02688 1.43446  -0.058
H -1.83628 1.07270 0.36625  0.106
H -0.45803 1.92647 0.92055  0.101
H 1.07855 0.62117 -0.78362  0.129
H -0.08628 1.84151 -1.25291  0.103
H -0.15580 -0.34213 -2.46001  0.039
H -0.71661 -0.85241 0.95881  0.069

Lowest unoccupied orbital energy = 0.25 eV
SMILES = OCCO.OCCO.OCCO.OCCO.CCO.CCO.CCO.CCO.CCO.CCO.CCO

=====

Record 2
Formula: C22H66O15
Source: the Open Molecules 2025 dataset
Level of theory: ωB97M-V with the def2-TZVPD basis set

Last column: Löwdin charge in e.
Element x y z (Å)
C 3.94104 -5.02794 5.04884  -0.097
C 2.63091 -5.78735 5.21528  -0.307
O 1.65031 -4.82709 5.64328  -0.094
H 4.09827 -4.29964 5.84443  0.070
H 3.88688 -4.28719 4.25106  0.070
H 4.78709 -5.70990 4.96385  0.074
H 2.81800 -6.56982 5.95070  0.103
H 2.29284 -6.18419 4.25803  0.107
H 0.75742 -5.17803 5.60870  0.075
C -2.88884 -0.63305 5.31253  -0.114
C -3.33498 0.64648 5.79598  -0.364
O -3.05794 1.77974 4.97182  -0.065
H -1.81309 -0.76169 5.19280  0.079
H -3.29037 -0.84687 4.32200  0.082
H -3.22085 -1.50959 5.86890  0.085
H -2.92136 0.87537 6.77813  0.109
H -4.37164 0.52088 6.10846  0.110
H -3.08423 2.60319 5.46460  0.079
C -5.27701 6.66606 -0.04657  -0.095
C -4.19658 5.87409 0.70838  -0.283
O -4.73949 4.53932 0.84270  -0.101
H -4.98349 7.70720 -0.18064  0.062
H -6.26263 6.76615 0.40799  0.073
H -5.41550 6.49574 -1.11424  0.069
H -3.91996 6.32063 1.66346  0.103
H -3.25513 5.80367 0.16357  0.102
H -4.23713 4.03959 1.49038  0.070
C -3.27376 -4.73891 -0.22292  -0.101
C -4.16894 -5.71279 0.52145  -0.297
O -3.90312 -5.61318 1.93740  -0.096
H -3.84617 -3.81354 -0.28748  0.069
H -2.96591 -5.19279 -1.16490  0.067
H -2.27644 -4.51001 0.15265  0.075
H -3.72116 -6.63333 0.14700  0.098
H -5.23675 -5.65008 0.31180  0.111
H -3.66589 -6.45070 2.34224  0.073
C -1.87836 -1.39307 -8.53527  -0.103
C -2.23558 -2.27713 -7.40250  -0.337
O -1.46666 -3.44589 -7.63758  -0.088
H -2.44008 -0.45958 -8.50110  0.076
H -2.15156 -1.77736 -9.51802  0.077
H -0.80054 -1.24122 -8.59306  0.081
H -3.29750 -2.51406 -7.33706  0.108
H -2.00350 -1.87961 -6.41446  0.107
H -1.75148 -4.22297 -7.15114  0.079
C -7.62938 0.00049 -3.79225  -0.083
C -6.63563 0.44773 -2.74629  -0.382
O -6.47241 1.79447 -2.85768  -0.058
H -7.22257 0.00443 -4.80349  0.072
H -8.49833 0.65812 -3.81579  0.075
H -7.94487 -1.02950 -3.62589  0.070
H -5.64345 0.05267 -2.96444  0.102
H -6.76391 0.05356 -1.73819  0.112
H -6.18920 2.17448 -2.02282  0.092
C 1.72688 6.23750 -6.63558  -0.085
C 2.87789 5.55868 -5.92344  -0.352
O 3.40616 6.40470 -4.92340  -0.075
H 2.07109 7.07587 -7.24118  0.076
H 0.93915 6.41092 -5.90244  0.078
H 1.36541 5.56146 -7.41043  0.071
H 3.63216 5.23788 -6.64196  0.102
H 2.60852 4.58058 -5.52487  0.105
H 4.06465 5.96621 -4.37960  0.080
C 2.82918 -8.61779 -1.68437  -0.214
C 1.87049 -7.37802 -1.77370  -0.262
O 2.59564 -6.24507 -1.45190  -0.067
O 3.92627 -8.39775 -2.55132  -0.081
H 2.36880 -9.54073 -2.03697  0.117
H 3.21264 -8.76837 -0.67522  0.111
H 0.97589 -7.47663 -1.15883  0.105
H 1.48626 -7.19696 -2.77753  0.115
H 2.21149 -5.45165 -1.83205  0.095
H 4.42751 -7.58872 -2.42553  0.081
C 5.57691 5.13031 0.99899  -0.221
C 4.67531 6.42361 0.92850  -0.253
O 3.43733 6.09281 0.40900  -0.054
O 5.80696 4.55110 -0.30439  -0.080
H 5.32737 4.36634 1.73532  0.110
H 6.59789 5.34585 1.31401  0.104
H 5.24732 7.15240 0.35424  0.118
H 4.49633 6.77986 1.94297  0.112
H 3.44932 6.32757 -0.52177  0.089
H 5.17102 3.83195 -0.30487  0.073
C 1.44994 0.50082 0.40612  -0.258
C 0.61964 0.80213 -0.83314  -0.238
O 0.96356 0.06447 -1.99894  -0.071
O 2.83978 0.64135 0.22580  -0.065
H 1.35196 -0.55451 0.66067  0.116
H 1.06369 1.06583 1.25446  0.117
H 0.79170 1.84274 -1.10814  0.112
H -0.45988 0.67582 -0.75076  0.124
H 1.92052 -0.00266 -2.03520  0.074
H 3.28598 0.30615 1.00692  0.089
C 3.87500 1.19943 5.96361  -0.228
C 4.49721 2.39533 6.79252  -0.218
O 5.67116 2.02479 7.53866  -0.065
O 4.92272 0.86076 5.09263  -0.095
H 2.93932 1.29139 5.41212  0.117
H 3.76222 0.31895 6.59617  0.104
H 3.71975 2.73745 7.47560  0.107
H 4.71457 3.16451 6.05142  0.117
H 5.39702 1.60207 8.35584  0.088
H 5.78300 1.04290 5.47778  0.073

Lowest unoccupied orbital energy = 0.01 eV
SMILES = OCCO.OCCO.OCCO.OCCO.CCO.CCO.CCO.CCO.CCO.CCO.CCO

=====

So what do the calculations give for HOMO level? Going down the list: -9.5389 -9.7592 eV.
So what do the calculations give for HOMO-LUMO gap? Going down the list: 9.787 9.771 eV.
So what do the calculations give for relative energy (zero: lowest compared OMol25 entry of this formula, charge and spin)? Going down the list: 580.3 725.5 kJ/mol.